a) C5H9N2O | ωB97M-V/def2-TZVPD

Positions of all 17 atoms, in Å:
C -0.95494 -0.71625 0.01846
C 2.32801 -0.15971 0.20390
C -2.19832 -1.69415 0.02023
C 3.50609 0.61328 -0.05218
C -1.80611 1.52189 -0.12189
N 0.30211 -1.40236 0.24255
N -0.79044 0.52128 -0.16322
O 1.31028 -0.75703 0.20418
H -2.86731 -1.30797 0.74007
H -2.51214 -1.86234 -1.07104
H -1.73486 -2.62368 0.46266
H 3.97547 1.03050 0.78317
H 4.19613 -0.08120 -0.57358
H 3.19251 1.51949 -0.74429
H -1.54476 2.38123 -0.71816
H -2.86560 1.19012 -0.17618
H -1.53612 1.82689 0.94530

- Net charge: +1
- HOMO (spin up / spin down): -13.29 / -13.29 eV

Atomic partial charges in e from the natural (NBO) method, atoms 1 to 6: C 0.37; C 0.69; C -0.68; C -0.75; C -0.44; N -0.11

b) C5H9N2O | ωB97M-V/def2-TZVPD

Positions of all 17 atoms, in Å:
C 0.36533 0.45519 -1.12103
C 0.76587 1.56644 -0.40015
C 0.91368 0.31772 1.58614
C 0.42434 -0.73725 -0.48792
C -2.35585 -0.54731 -0.21527
N 0.91835 1.44352 0.95129
N 0.78036 -0.83251 0.91959
O 0.32964 -1.97984 -0.91844
H 0.16283 0.47716 -2.10560
H 1.08980 2.46686 -0.88207
H 1.04973 0.51537 2.59851
H -2.62493 -0.46641 -1.18254
H -2.73846 0.07398 0.52354
H -1.82998 -1.45615 -0.02867
H 1.08497 2.20236 1.59314
H 1.37813 -1.62684 1.07280
H 0.28620 -1.87228 -1.90333

- Net charge: +1
- HOMO (spin up / spin down): -10.71 / -9.39 eV

Atomic partial charges in e from the natural (NBO) method, atoms 1 to 6: C -0.37; C 0.00; C 0.24; C 0.59; C -0.48; N -0.45

Calculated relative energies: a) 63.0; b) 0.0, given in kcal/mol

a) C5H9N2O | ωB97M-V/def2-TZVPD

Positions of all 17 atoms, in Å:
C 0.09437 -0.59930 0.02399
C -2.28389 -0.97214 -0.14237
C -1.25420 -0.05141 -0.53078
C 1.06411 -1.21182 -0.73318
C -1.43764 1.47410 -0.28140
N 0.18548 -0.45647 1.39246
N 2.22707 -1.20448 -0.14269
O -2.97552 -1.77766 0.28803
H -1.28146 -0.23460 -1.70879
H 0.93813 -1.43407 -1.78553
H -1.56119 1.83375 0.71521
H -2.14492 1.95614 -0.90144
H -0.45307 1.74904 -0.70519
H -0.40709 0.36895 1.68269
H 3.08986 -1.36478 -0.63593
H 2.37733 -0.79952 0.74356
H 0.27392 -1.17498 2.08729

- Net charge: +1
- HOMO (spin up / spin down): -11.65 / -11.65 eV

Atomic partial charges in e from the natural (NBO) method, atoms 1 to 6: C 0.03; C 0.91; C -0.43; C 0.06; C -0.60; N -0.86

b) C5H9N2O | ωB97M-V/def2-TZVPD

Positions of all 17 atoms, in Å:
C -0.80514 1.14049 0.00094
C 1.75342 -0.12740 0.39730
C 1.63160 1.37732 -0.03918
C -0.91407 -0.45941 0.26653
C 0.52581 -0.43240 -0.42985
N 0.36045 0.99029 -0.70397
N -2.04675 -1.28997 -0.24700
O -1.29164 2.12782 0.36049
H 2.67923 -0.80198 0.15059
H 1.50292 -0.16915 1.47141
H 1.48202 2.11598 0.66748
H 2.36035 1.64399 -0.67694
H -0.74573 -0.64098 1.30324
H 0.69060 -1.09743 -1.35529
H -2.96472 -1.00580 0.17163
H -2.11757 -2.37356 -0.04083
H -2.10079 -0.99782 -1.29655

- Net charge: +1
- Structure (SMILES): [NH3+][C@@H]1C(=O)N2CC[C@@H]12
- HOMO: -13.69 eV

Atomic partial charges in e from the natural (NBO) method, atoms 1 to 6: C 0.68; C -0.43; C -0.19; C -0.20; C -0.05; N -0.40

c) C5H9N2O | ωB97M-V/def2-TZVPD

Positions of all 17 atoms, in Å:
C 0.97894 -0.47098 -0.99538
C -0.17469 -0.70075 1.03349
C -0.56049 1.54365 -1.92267
C 0.60824 2.07052 -1.20584
C -0.09198 -1.40229 2.38133
N 0.40313 0.78306 -1.14923
N -1.14460 -0.16095 0.37821
O 0.97142 -0.86430 0.34845
H 0.43003 -1.21526 -1.48237
H 2.01474 -0.70172 -1.34299
H -1.50741 1.62729 -1.62585
H -0.39482 1.36653 -2.92844
H 1.01880 2.84717 -0.61764
H 0.65743 -2.12611 2.49725
H -0.04140 -0.64383 3.11674
H -1.19090 -1.88400 2.56057
H -1.97645 -0.06804 0.95437

- Net charge: +1
- Structure (SMILES): [H]/N=C(\C)OC[N+]1=CC1
- HOMO (spin up / spin down): -14.47 / -14.47 eV

Atomic partial charges in e from the natural (NBO) method, atoms 1 to 6: C 0.05; C 0.60; C -0.16; C 0.28; C -0.68; N -0.19

Calculated relative energies: a) 0.0; b) 14.1; c) 43.3, given in kcal/mol